ORCA calculation (wB97M-V/def2-TZVPD) on 10 unconnected molecules or ions with the total composition C33H93N7O12 at a distorted geometry.

Bonds (Å) are listed after each position.
Geometry (Å):
1 C 6.441 1.464 -0.767  O2 1.423, H7 1.089, H8 1.092, H9 1.094
2 O 5.382 1.779 0.130  C1 1.423, C3 1.409
3 C 4.607 2.858 -0.339  O2 1.409, C4 1.540, H10 1.095, H11 1.093
4 C 3.188 2.706 0.240  C3 1.540, C5 1.545, N6 1.477, H12 1.095
5 C 2.140 3.745 -0.217  C4 1.545, H13 1.091, H14 1.092, H15 1.091
6 N 3.157 2.582 1.711  C4 1.477, H16 1.018, H17 1.014
7 H 7.193 0.806 -0.332  C1 1.089
8 H 6.923 2.382 -1.111  C1 1.092
9 H 6.082 0.955 -1.666  C1 1.094
10 H 5.052 3.779 0.051  C3 1.095
11 H 4.566 2.849 -1.431  C3 1.093
12 H 2.766 1.799 -0.205  C4 1.095
13 H 2.405 4.765 0.067  C5 1.091
14 H 1.177 3.543 0.254  C5 1.092
15 H 1.907 3.649 -1.279  C5 1.091
16 H 4.106 2.247 1.867  N6 1.018
17 H 3.146 3.493 2.158  N6 1.014
18 C 2.635 4.949 -4.226  O19 1.408, H24 1.093, H25 1.091, H26 1.093
19 O 2.354 3.805 -3.456  C18 1.408, C20 1.424
20 C 2.674 2.594 -4.133  O19 1.424, C21 1.534, H27 1.092, H28 1.094
21 C 2.524 1.412 -3.166  C20 1.534, C22 1.554, N23 1.464, H29 1.093
22 C 2.839 0.137 -3.997  C21 1.554, H30 1.090, H31 1.092, H32 1.092
23 N 1.184 1.203 -2.616  C21 1.464, H33 1.016, H34 1.018
24 H 1.886 5.192 -4.985  C18 1.093
25 H 3.682 4.874 -4.526  C18 1.091
26 H 2.508 5.813 -3.569  C18 1.093
27 H 2.086 2.427 -5.038  C20 1.092
28 H 3.741 2.651 -4.364  C20 1.094
29 H 3.282 1.448 -2.380  C21 1.093
30 H 2.894 -0.810 -3.461  C22 1.090
31 H 3.758 0.281 -4.568  C22 1.092
32 H 2.034 -0.032 -4.715  C22 1.092
33 H 1.331 0.819 -1.687  N23 1.016
34 H 0.755 2.083 -2.340  N23 1.018
35 C -6.900 -3.024 1.464  O36 1.424, H41 1.092, H42 1.094, H43 1.090
36 O -5.489 -3.204 1.400  C35 1.424, C37 1.450
37 C -4.671 -2.296 2.181  O36 1.450, C38 1.535, H44 1.092, H45 1.093
38 C -4.722 -0.844 1.688  C37 1.535, C39 1.516, N40 1.445, H46 1.096
39 C -4.622 -0.631 0.191  C38 1.516, H47 1.088, H48 1.091, H49 1.095
40 N -3.703 -0.049 2.336  C38 1.445, H50 1.013, H51 1.012
41 H -7.392 -2.155 1.025  C35 1.092
42 H -7.099 -3.099 2.538  C35 1.094
43 H -7.372 -3.892 1.003  C35 1.090
44 H -4.790 -2.379 3.264  C37 1.092
45 H -3.716 -2.754 1.909  C37 1.093
46 H -5.675 -0.431 2.039  C38 1.096
47 H -4.838 0.405 -0.062  C39 1.088
48 H -5.206 -1.390 -0.332  C39 1.091
49 H -3.618 -0.923 -0.133  C39 1.095
50 H -3.143 -0.546 3.019  N40 1.013
51 H -3.077 0.114 1.558  N40 1.012
52 C -0.582 1.087 0.835  O53 1.405, H58 1.090, H59 1.094, H60 1.097
53 O -0.768 -0.149 1.478  C52 1.405, C54 1.455
54 C -0.544 -1.266 0.573  O53 1.455, C55 1.546, H61 1.091, H62 1.093
55 C 0.953 -1.409 0.212  C54 1.546, C56 1.505, N57 1.458, H63 1.093
56 C 1.257 -2.566 -0.701  C55 1.505, H64 1.092, H65 1.090, H66 1.092
57 N 1.730 -1.498 1.441  C55 1.458, H67 1.018, H68 1.021
58 H -0.775 1.977 1.435  C52 1.090
59 H -1.161 1.102 -0.093  C52 1.094
60 H 0.460 1.297 0.562  C52 1.097
61 H -0.849 -2.214 1.018  C54 1.091
62 H -1.267 -1.087 -0.226  C54 1.093
63 H 1.246 -0.459 -0.243  C55 1.093
64 H 0.896 -3.547 -0.385  C56 1.092
65 H 2.335 -2.714 -0.773  C56 1.090
66 H 0.758 -2.351 -1.649  C56 1.092
67 H 1.441 -0.817 2.142  N57 1.018
68 H 2.651 -1.098 1.257  N57 1.021
69 C 1.503 -6.534 -1.498  O70 1.408, H75 1.092, H76 1.092, H77 1.093
70 O 2.207 -7.694 -1.877  C69 1.408, C71 1.401
71 C 2.050 -8.802 -1.034  O70 1.401, C72 1.533, H78 1.095, H79 1.094
72 C 3.339 -9.558 -0.694  C71 1.533, C73 1.555, N74 1.503, H80 1.090
73 C 4.223 -10.110 -1.847  C72 1.555, H81 1.091, H82 1.091, H83 1.086
74 N 2.893 -10.718 0.152  C72 1.503, H84 1.016, H85 1.016
75 H 1.926 -5.732 -2.106  C69 1.092
76 H 1.566 -6.138 -0.482  C69 1.092
77 H 0.487 -6.736 -1.846  C69 1.093
78 H 1.766 -8.423 -0.047  C71 1.095
79 H 1.245 -9.412 -1.455  C71 1.094
80 H 3.979 -8.973 -0.033  C72 1.090
81 H 3.655 -10.932 -2.283  C73 1.091
82 H 5.022 -10.566 -1.261  C73 1.091
83 H 4.603 -9.393 -2.570  C73 1.086
84 H 1.991 -11.013 -0.210  N74 1.016
85 H 2.603 -10.311 1.037  N74 1.016
86 C -2.003 5.012 0.100  O87 1.416, H92 1.093, H93 1.090, H94 1.093
87 O -1.161 5.390 -0.974  C86 1.416, C88 1.410
88 C -1.662 5.065 -2.251  O87 1.410, C89 1.520, H95 1.091, H96 1.099
89 C -2.961 5.718 -2.699  C88 1.520, C90 1.523, N91 1.478, H97 1.093
90 C -3.373 5.058 -4.008  C89 1.523, H98 1.090, H99 1.091, H100 1.092
91 N -2.759 7.166 -2.915  C89 1.478, H101 1.018, H102 1.015
92 H -2.939 5.571 0.183  C86 1.093
93 H -1.485 5.276 1.022  C86 1.090
94 H -2.234 3.944 0.112  C86 1.093
95 H -0.826 5.145 -2.949  C88 1.091
96 H -1.807 3.976 -2.252  C88 1.099
97 H -3.708 5.633 -1.905  C89 1.093
98 H -4.266 5.454 -4.492  C90 1.090
99 H -3.468 3.991 -3.799  C90 1.091
100 H -2.605 5.197 -4.770  C90 1.092
101 H -2.449 7.418 -1.978  N91 1.018
102 H -3.696 7.552 -2.977  N91 1.015
103 C -2.520 3.846 3.940  O104 1.429, H109 1.088, H110 1.094, H111 1.093
104 O -3.536 3.944 2.940  C103 1.429, C105 1.420
105 C -4.805 4.330 3.448  O104 1.420, C106 1.525, H112 1.091, H113 1.099
106 C -5.846 4.198 2.342  C105 1.525, C107 1.505, N108 1.472, H114 1.090
107 C -7.137 4.899 2.669  C106 1.505, H115 1.089, H116 1.095, H117 1.092
108 N -6.254 2.791 2.201  C106 1.472, H118 1.022, H119 1.019
109 H -1.589 3.595 3.436  C103 1.088
110 H -2.705 3.046 4.662  C103 1.094
111 H -2.458 4.754 4.545  C103 1.093
112 H -5.054 3.886 4.413  C105 1.091
113 H -4.695 5.419 3.546  C105 1.099
114 H -5.414 4.451 1.373  C106 1.090
115 H -7.899 4.809 1.897  C107 1.089
116 H -7.060 5.978 2.840  C107 1.095
117 H -7.572 4.519 3.596  C107 1.092
118 H -5.426 2.352 1.792  N108 1.022
119 H -6.116 2.293 3.079  N108 1.019
120 O 1.167 -3.379 3.497  C121 1.423, H124 0.975
121 C -0.239 -3.394 3.717  O120 1.423, C122 1.473, H125 1.095, H126 1.100
122 C -0.560 -4.206 4.904  C121 1.473, O123 1.411, H127 1.096, H128 1.096
123 O -0.051 -3.554 6.047  C122 1.411, H129 0.964
124 H 1.332 -2.713 2.804  O120 0.975
125 H -0.616 -2.368 3.656  C121 1.095
126 H -0.760 -3.798 2.836  C121 1.100
127 H -0.331 -5.273 4.802  C122 1.096
128 H -1.642 -4.376 4.924  C122 1.096
129 H 0.826 -3.258 5.776  O123 0.964
130 O 4.376 -0.813 0.762  C131 1.427, H134 0.968
131 C 5.131 -1.488 1.767  O130 1.427, C132 1.489, H135 1.094, H136 1.092
132 C 6.487 -0.899 1.942  C131 1.489, O133 1.419, H137 1.094, H138 1.092
133 O 6.323 0.464 2.304  C132 1.419, H139 0.960
134 H 4.830 0.024 0.589  O130 0.968
135 H 4.556 -1.502 2.698  C131 1.094
136 H 5.126 -2.539 1.470  C131 1.092
137 H 6.971 -0.974 0.964  C132 1.094
138 H 7.058 -1.479 2.669  C132 1.092
139 H 7.034 0.972 1.906  O133 0.960
140 C -1.263 -1.556 -4.555  O141 1.431, H142 1.091, H143 1.092, H144 1.088
141 O -1.269 -0.283 -3.903  C140 1.431, H145 0.963
142 H -0.584 -1.477 -5.405  C140 1.091
143 H -0.953 -2.249 -3.770  C140 1.092
144 H -2.241 -1.889 -4.897  C140 1.088
145 H -0.429 -0.060 -3.489  O141 0.963

The calculation puts the total energy at -70722.373 eV. As for the spin multiplicity: 1. Its HOMO energy is -0.327 Ha. Its LUMO energy is 0.29 eV. The molar mass is 780.14 g/mol. For the energy above the lowest of the compared OMol25 structures with the same formula, charge and spin, the calculation gives 1.397 eV. The calculation puts the gap between HOMO and LUMO at 9.2 eV. As for the structure (SMILES): COC[C@H](C)N.COC[C@H](C)N.COC[C@H](C)N.COC[C@H](C)N.COC[C@H](C)N.COC[C@H](C)N.COC[C@H](C)N.OCCO.OCCO.CO. The calculation puts the maximum force at 2.76 eV/Å.